1.
{"formula": "C35H32BrCl2F5O4S", "method": "ωB97M-V with the def2-TZVPD basis set", "e_homo_ev": -9.1, "multiplicity": 1, "gap_ev": 9.208, "lumo_energy_ev": 0.088, "elements": ["C", "C", "Cl", "C", "Cl", "C", "Br", "C", "O", "S", "O", "O", "O", "H", "H", "H", "H", "H", "H", "H", "F", "C", "C", "C", "C", "C", "C", "H", "H", "H", "H", "H", "F", "C", "C", "C", "C", "C", "C", "H", "H", "H", "H", "H", "F", "C", "C", "C", "C", "C", "C", "H", "H", "H", "H", "H", "F", "C", "C", "C", "C", "C", "C", "H", "H", "H", "H", "H", "F", "C", "C", "C", "C", "C", "C", "H", "H", "H", "H", "H"], "xyz": [[2.2831, 0.4707, -7.0160], [2.3647, -0.7024, -6.0546], [1.9757, 0.0038, -4.4301], [3.7488, -1.3649, -5.9809], [3.8029, -2.4532, -4.5564], [4.1259, -2.2284, -7.2311], [3.6868, -4.0999, -7.0182], [3.6728, -1.7674, -8.5823], [4.5255, -0.6566, -8.8429], [5.9986, -1.2143, -8.5368], [6.3925, -1.9740, -9.6345], [6.8412, -0.2385, -8.0594], [5.5567, -2.1371, -7.3022], [3.2484, 0.8134, -7.3288], [1.6970, 1.2726, -6.6168], [1.7789, 0.1558, -7.9159], [1.5921, -1.4279, -6.2147], [4.5180, -0.6414, -5.7825], [2.6413, -1.4983, -8.6079], [3.8901, -2.5663, -9.2720], [-1.9127, -1.1626, -2.0240], [-0.9941, -1.9586, -1.4374], [0.3214, -1.8714, -1.8448], [1.2637, -2.6852, -1.2353], [0.8806, -3.5736, -0.2404], [-0.4495, -3.6456, 0.1497], [-1.3980, -2.8301, -0.4477], [0.6023, -1.1751, -2.6240], [2.3003, -2.6220, -1.5385], [1.6186, -4.2083, 0.2309], [-0.7520, -4.3383, 0.9231], [-2.4341, -2.8644, -0.1552], [-3.0299, -2.9142, 2.0261], [-4.0861, -3.5878, 2.5341], [-4.7229, -3.0898, 3.6509], [-5.8078, -3.7832, 4.1646], [-6.2317, -4.9603, 3.5643], [-5.5726, -5.4438, 2.4438], [-4.4918, -4.7525, 1.9175], [-4.3711, -2.1742, 4.1077], [-6.3200, -3.4099, 5.0344], [-7.0759, -5.4998, 3.9713], [-5.8991, -6.3625, 1.9765], [-3.9679, -5.1086, 1.0400], [2.2993, 5.1642, -0.2760], [1.7655, 3.9217, -0.2575], [1.1417, 3.4825, 0.8906], [0.5938, 2.2089, 0.9052], [0.6830, 1.3960, -0.2156], [1.3193, 1.8606, -1.3574], [1.8639, 3.1353, -1.3852], [1.0898, 4.1303, 1.7556], [0.0959, 1.8501, 1.7953], [0.2579, 0.4020, -0.1985], [1.3956, 1.2314, -2.2340], [2.3582, 3.5187, -2.2681], [3.7237, 9.3166, 2.9022], [4.4212, 8.2012, 2.6027], [3.9772, 7.3888, 1.5803], [4.6984, 6.2457, 1.2734], [5.8418, 5.9289, 1.9939], [6.2678, 6.7591, 3.0207], [5.5569, 7.9088, 3.3290], [3.0797, 7.6500, 1.0357], [4.3686, 5.6047, 0.4736], [6.4000, 5.0341, 1.7544], [7.1563, 6.5118, 3.5853], [5.8747, 8.5737, 4.1207], [-7.0485, -3.5575, 7.3334], [-7.1913, -2.2385, 7.5821], [-7.4923, -1.3879, 6.5381], [-7.6466, -0.0354, 6.8017], [-7.4883, 0.4464, 8.0925], [-7.1802, -0.4273, 9.1252], [-7.0338, -1.7827, 8.8739], [-7.6088, -1.7764, 5.5364], [-7.8904, 0.6428, 5.9958], [-7.6056, 1.5023, 8.2932], [-7.0533, -0.0533, 10.1316], [-6.8020, -2.4817, 9.6659]], "forces_ev_per_a": [[-0.2, -0.7, -0.7], [0.5, 0.9, 0.8], [0.1, -0.1, -0.1], [-1.1, -1.1, 0.3], [0.3, 0.4, 0.4], [0.7, -0.3, 1.3], [-0.3, -0.1, -0.6], [0.1, -0.2, 0.0], [0.2, 0.4, 0.1], [-1.6, -1.0, -0.1], [0.4, -1.6, -1.5], [1.5, 2.7, 1.3], [0.0, -0.1, -0.3], [0.6, 0.4, 0.1], [-0.1, 0.4, 0.3], [-0.3, 0.0, -0.4], [-0.3, -0.5, -0.2], [0.3, 0.4, -0.3], [-0.5, 0.3, -0.2], [-0.1, -0.2, -0.5], [0.0, 0.0, 0.0], [0.1, -0.1, 0.1], [0.0, 0.2, -0.1], [0.0, -0.1, 0.1], [0.0, 0.0, 0.0], [0.1, 0.0, 0.0], [-0.1, 0.0, -0.1], [-0.1, -0.1, 0.1], [0.0, 0.0, 0.0], [0.0, 0.0, 0.0], [0.0, 0.0, 0.0], [-0.1, 0.0, 0.0], [-0.1, 0.0, 0.1], [-0.1, -0.1, 0.1], [0.1, 0.2, 0.1], [0.1, -0.1, -0.2], [-0.1, 0.0, 0.0], [0.0, 0.0, 0.1], [0.1, -0.1, -0.2], [0.0, 0.0, 0.0], [0.0, 0.0, 0.1], [0.0, 0.0, 0.0], [0.0, 0.0, 0.0], [0.0, 0.0, 0.0], [-0.1, 0.0, -0.1], [-0.1, -0.1, 0.0], [0.0, 0.1, 0.2], [0.0, 0.0, -0.1], [0.0, -0.1, 0.0], [0.0, 0.0, 0.1], [0.1, 0.1, -0.2], [0.0, 0.0, 0.0], [0.0, 0.0, 0.0], [0.0, 0.0, 0.0], [0.0, 0.0, 0.1], [0.0, 0.0, 0.0], [0.0, 0.0, 0.0], [0.1, -0.1, 0.0], [-0.2, 0.1, -0.1], [0.2, 0.0, 0.2], [0.0, 0.0, 0.0], [0.0, 0.0, -0.1], [0.1, 0.1, 0.2], [0.0, 0.0, 0.0], [0.0, 0.0, -0.1], [0.0, 0.0, 0.0], [0.0, 0.0, 0.0], [0.0, 0.0, 0.0], [0.0, 0.0, 0.0], [0.0, 0.2, 0.0], [-0.1, 0.0, -0.2], [0.0, 0.0, 0.1], [0.0, 0.1, 0.0], [0.0, 0.0, -0.1], [0.1, -0.1, 0.2], [0.0, 0.0, 0.0], [0.0, 0.0, 0.0], [0.0, 0.0, 0.0], [0.0, 0.0, 0.0], [0.0, 0.0, 0.0]]}

---

2.
{"formula": "C35H32N3O2P2S2Zn", "method": "ωB97M-V with the def2-TZVPD basis set", "e_homo_ev": -10.3, "multiplicity": 1, "gap_ev": 6.706, "lumo_energy_ev": -3.590, "charge": 1, "de_lowest_kcal_mol": 35.1, "elements": ["Zn", "N", "P", "C", "C", "C", "C", "C", "C", "C", "C", "C", "C", "C", "C", "P", "C", "C", "C", "C", "C", "C", "C", "C", "C", "C", "C", "C", "H", "H", "H", "H", "H", "H", "H", "H", "H", "H", "H", "H", "H", "H", "H", "H", "H", "H", "H", "H", "H", "C", "N", "C", "C", "N", "C", "S", "H", "H", "H", "H", "H", "H", "O", "C", "O", "C", "C", "C", "C", "S", "C", "C", "H", "H", "H", "H", "H"], "xyz": [[-0.0718, -0.5122, -0.0020], [1.7748, 1.7795, 0.8662], [2.3663, 0.2702, 0.3401], [4.1404, 0.5911, 0.0907], [4.9187, 1.1122, 1.1214], [6.2708, 1.3134, 0.9143], [6.8462, 0.9878, -0.3058], [6.0687, 0.4734, -1.3297], [4.7129, 0.2761, -1.1352], [2.4021, -0.7022, 1.8821], [3.1913, -1.8487, 1.9061], [3.1921, -2.6626, 3.0237], [2.3986, -2.3419, 4.1139], [1.5799, -1.2235, 4.0753], [1.5662, -0.4088, 2.9554], [0.1993, 2.2102, 0.3733], [0.5183, 3.9210, -0.1977], [1.5908, 4.1389, -1.0622], [1.8876, 5.4187, -1.4913], [1.1102, 6.4886, -1.0751], [0.0240, 6.2693, -0.2435], [-0.2792, 4.9915, 0.1928], [-0.6395, 2.4650, 1.9730], [0.0683, 2.9287, 3.0781], [-0.5556, 3.0300, 4.3059], [-1.8882, 2.6681, 4.4354], [-2.6019, 2.2196, 3.3363], [-1.9799, 2.1168, 2.1027], [2.4524, 2.5339, 0.9440], [4.4678, 1.3436, 2.0783], [6.8825, 1.7123, 1.7093], [7.9064, 1.1290, -0.4528], [6.5201, 0.2174, -2.2757], [4.0936, -0.1321, -1.9220], [3.8000, -2.0958, 1.0472], [3.8193, -3.5403, 3.0492], [2.4209, -2.9601, 4.9999], [0.9597, -0.9787, 4.9262], [0.9310, 0.4674, 2.9362], [2.1948, 3.3061, -1.4021], [2.7209, 5.5872, -2.1568], [1.3477, 7.4892, -1.4020], [-0.5918, 7.1008, 0.0630], [-1.1279, 4.8264, 0.8411], [1.1137, 3.1845, 2.9837], [0.0020, 3.3841, 5.1613], [-2.3653, 2.7323, 5.4013], [-3.6387, 1.9388, 3.4436], [-2.5254, 1.7601, 1.2411], [-3.3791, -3.5613, -0.1730], [-3.0701, -2.9494, -1.4348], [-3.1028, -3.5425, -2.6661], [-2.8530, -2.5871, -3.5953], [-2.6472, -1.4194, -2.9162], [-2.7688, -1.6475, -1.5933], [-2.6354, -0.4891, -0.3636], [-3.4933, -4.6356, -0.2953], [-4.3069, -3.1394, 0.2204], [-2.5818, -3.3538, 0.5426], [-3.2806, -4.5908, -2.7868], [-2.8245, -2.6539, -4.6634], [-2.4370, -0.5189, -3.3175], [-0.0705, -8.8399, 1.3210], [-0.1002, -8.3468, 0.0746], [-0.2865, -9.0672, -0.8664], [0.0611, -6.8719, -0.0925], [-0.2660, -6.3555, -1.3481], [-0.1329, -5.0122, -1.6132], [0.3217, -4.1418, -0.6207], [0.6596, -2.4840, -1.1272], [0.6470, -4.6474, 0.6349], [0.5327, -6.0035, 0.8896], [0.0840, -8.1753, 2.0058], [-0.6122, -7.0365, -2.1106], [-0.3450, -4.6158, -2.5943], [1.0061, -3.9863, 1.4112], [0.8663, -6.3716, 1.8521]], "forces_ev_per_a": [[-0.7, -0.8, -1.1], [0.3, 0.4, -0.7], [0.0, 0.3, 0.8], [-0.4, -0.2, -0.4], [-0.1, 0.0, 0.0], [0.0, 0.1, 0.1], [0.0, 0.0, 0.0], [0.2, 0.0, -0.1], [-0.1, 0.0, 0.0], [0.0, -0.1, -0.2], [-0.1, 0.0, 0.0], [0.1, 0.0, 0.0], [-0.1, 0.1, 0.1], [0.0, -0.2, 0.2], [0.1, 0.1, -0.1], [0.4, 0.0, 0.9], [-0.2, -0.3, -0.2], [0.0, -0.1, 0.0], [0.1, 0.1, -0.1], [0.0, -0.1, 0.0], [0.0, 0.1, 0.0], [0.0, -0.2, 0.0], [0.0, 0.0, -0.3], [0.0, 0.0, 0.0], [0.1, 0.0, 0.0], [-0.1, 0.0, 0.0], [-0.1, 0.0, 0.1], [0.2, 0.0, 0.0], [-0.1, -0.1, 0.3], [0.0, 0.0, 0.1], [0.0, 0.0, 0.1], [0.1, 0.0, 0.0], [0.0, 0.0, -0.1], [0.0, 0.0, -0.1], [0.1, -0.1, 0.0], [0.1, -0.1, 0.0], [0.0, -0.1, 0.0], [0.0, 0.0, 0.0], [0.0, 0.1, 0.0], [0.0, 0.0, 0.0], [0.1, 0.0, 0.0], [0.0, 0.1, 0.0], [-0.1, 0.1, 0.1], [0.0, 0.0, 0.1], [0.1, 0.1, 0.0], [0.0, 0.0, 0.1], [-0.1, 0.0, 0.1], [-0.1, 0.0, 0.0], [-0.1, 0.0, -0.1], [-0.1, -0.1, 0.8], [0.3, 0.8, -0.6], [0.0, -0.1, -0.7], [-0.1, -0.6, -0.1], [-0.1, -0.2, 0.4], [0.1, 0.1, 0.0], [0.8, 0.6, 0.7], [0.1, 0.1, -0.1], [0.1, -0.1, 0.0], [0.0, -0.1, -0.1], [-0.1, -0.2, 0.0], [0.1, 0.0, -0.1], [0.0, 0.0, 0.2], [0.1, -0.4, 0.4], [-0.1, 0.2, -0.3], [0.0, -0.1, 0.3], [0.1, 0.3, -0.1], [0.0, -0.2, 0.2], [0.0, 0.1, 0.2], [-0.1, 0.2, 0.0], [0.1, 0.8, 0.3], [-0.1, 0.1, 0.1], [-0.1, -0.2, -0.1], [-0.1, 0.0, -0.3], [0.0, -0.1, 0.0], [0.0, 0.0, -0.1], [0.1, 0.1, 0.0], [-0.1, 0.0, 0.1]]}

---

Look up the multiplicity of the second one. 1

---

Which formula does entry 2 have? C35H32N3O2P2S2Zn